Entry 1:
A cluster of 6 separate species, C43H30IO24PS in total, computed with ωB97M-V/def2-TZVPD.

Calculated values
Highest occupied orbital energy   -7.6256 eV
Structure (SMILES)   C=CCc1ccc(I)c2c1C(=O)C(P(O)(O)=S)=CC2=O.O=C1C=C(O)C(=O)C=C1O.O=C1C=C(O)C(=O)C=C1O.O=C1C=C(O)C(=O)C=C1O.O=C1C=C(O)C(=O)C=C1O.O=C1C=C(O)C(=O)C=C1O
Kohn-Sham gap   5.8 eV
Lowest unoccupied orbital energy   -1.86 eV

ORCA input file:
```
! RIJCOSX wB97M-V def2-TZVPD def2/J DEFGRID3
* xyz 0 1
C -4.39 4.40 0.93
C -5.28 3.84 -0.04
C -6.43 2.86 0.36
C -6.34 2.35 1.84
C -7.38 2.89 2.77
C -7.30 2.45 4.16
C -6.27 1.49 4.62
I -6.33 0.99 6.71
C -5.26 0.91 3.72
C -5.32 1.40 2.30
C -4.25 0.83 1.32
O -4.34 0.88 0.11
C -2.97 0.10 1.88
P -1.46 -0.24 0.84
O -1.01 -1.83 1.22
O -1.82 -0.28 -0.80
S 0.04 0.90 1.20
C -2.97 -0.31 3.18
C -4.20 -0.12 4.13
O -4.23 -0.83 5.11
H -3.34 4.02 1.07
H -4.79 5.28 1.52
H -5.21 4.12 -1.13
H -7.41 3.42 0.21
H -6.50 1.96 -0.30
H -8.16 3.58 2.38
H -8.07 2.86 4.86
H -1.53 -2.45 0.66
H -2.67 -0.78 -0.90
H -2.05 -0.82 3.57
C 2.60 5.60 1.16
C 2.50 6.67 0.37
C 2.09 6.56 -1.06
O 1.99 7.57 -1.74
C 1.82 5.23 -1.59
C 1.92 4.15 -0.81
C 2.31 4.27 0.63
O 2.37 3.26 1.32
O 1.68 2.91 -1.28
O 2.77 7.91 0.83
H 2.89 5.67 2.20
H 1.54 5.16 -2.63
H 1.81 2.31 -0.52
H 2.62 8.51 0.07
C 5.21 -3.45 1.35
C 4.27 -4.39 1.35
C 2.84 -4.07 1.06
O 2.01 -4.97 1.05
C 2.49 -2.68 0.79
C 3.44 -1.73 0.78
C 4.87 -2.06 1.05
O 5.70 -1.17 1.03
O 3.14 -0.44 0.54
O 4.56 -5.69 1.62
H 6.25 -3.67 1.56
H 1.45 -2.45 0.59
H 3.98 0.04 0.60
H 3.71 -6.17 1.56
C -2.92 -3.21 -3.01
C -4.17 -2.73 -2.99
C -5.23 -3.26 -3.90
O -6.36 -2.80 -3.83
C -4.86 -4.31 -4.84
C -3.61 -4.79 -4.87
C -2.56 -4.28 -3.94
O -1.44 -4.76 -3.98
O -3.25 -5.76 -5.73
O -4.53 -1.74 -2.14
H -2.15 -2.84 -2.35
H -5.63 -4.67 -5.51
H -2.31 -5.93 -5.55
H -5.48 -1.57 -2.32
C 2.25 7.05 -5.71
C 2.66 7.67 -6.82
C 3.52 6.97 -7.83
O 3.85 7.56 -8.84
C 3.93 5.59 -7.54
C 3.53 4.98 -6.42
C 2.65 5.67 -5.43
O 2.29 5.07 -4.44
O 3.89 3.72 -6.14
O 2.32 8.94 -7.09
H 1.63 7.55 -4.97
H 4.57 5.10 -8.27
H 3.47 3.51 -5.28
H 2.73 9.14 -7.95
C 3.46 -8.88 5.13
C 4.07 -9.21 6.27
C 5.19 -8.38 6.82
O 5.70 -8.70 7.88
C 5.62 -7.21 6.06
C 5.02 -6.89 4.91
C 3.88 -7.70 4.37
O 3.34 -7.38 3.33
O 5.41 -5.81 4.19
O 3.71 -10.29 6.98
H 2.65 -9.47 4.72
H 6.44 -6.63 6.46
H 4.84 -5.77 3.40
H 4.29 -10.30 7.76
*
```



Entry 2:
The ion C8H13N2 with charge +1, computed with ωB97M-V/def2-TZVPD.

Calculated values
Highest occupied orbital energy (spin up / spin down)   -10.5327 / -12.4861 eV
Kohn-Sham gap (spin up / spin down)   7.1 / 6.0 eV
Lowest unoccupied orbital energy (spin up / spin down)   -3.48 / -6.48 eV

ORCA input file:
```
! RIJCOSX wB97M-V def2-TZVPD def2/J DEFGRID3
* xyz 1 3
C -2.18 -1.42 0.03
C -2.68 -0.17 -0.30
C -0.85 -1.65 0.38
C -1.98 1.03 -0.23
C 1.67 -0.59 1.46
C 0.23 -0.84 -0.37
C -0.63 1.24 -0.52
C 2.37 -0.22 -0.81
N 1.40 -0.58 0.15
N 0.12 2.15 0.18
H -2.77 -2.33 0.49
H -3.74 -0.03 -0.22
H -0.52 -2.47 1.04
H -2.58 1.86 0.12
H 0.96 -0.46 2.19
H 2.66 -0.21 1.74
H 0.16 -0.96 -1.44
H -0.17 1.02 -1.44
H 2.46 -1.03 -1.61
H 2.05 0.59 -1.49
H 3.30 0.11 -0.48
H -0.33 2.45 1.13
H 1.06 2.51 0.01
*
```



Entry 3:
The molecule C4H12NS, computed with ωB97M-V/def2-TZVPD.

Calculated values
Highest occupied orbital energy (spin up / spin down)   -3.5216 / -9.3935 eV
Kohn-Sham gap (spin up / spin down)   4.2 / 10.0 eV
Lowest unoccupied orbital energy (spin up / spin down)   0.71 / 0.57 eV

ORCA input file:
```
! RIJCOSX wB97M-V def2-TZVPD def2/J DEFGRID3
* xyz 0 2
C 1.31 -0.95 -1.99
C 0.35 -0.59 -0.86
C 0.30 0.92 -0.67
C -0.40 1.37 0.63
S -0.08 0.37 2.08
N -1.03 -1.19 -0.92
H 1.15 -0.33 -2.87
H 1.35 -2.00 -2.21
H 2.31 -0.61 -1.68
H 0.78 -1.02 0.05
H 1.33 1.25 -0.66
H -0.15 1.50 -1.48
H -1.46 1.55 0.46
H -0.02 2.39 0.75
H -0.44 1.22 3.01
H -1.30 -1.64 -1.82
H -1.75 -0.50 -0.66
H -1.18 -1.97 -0.21
*
```



Entry 4:
A structure of composition C27H33N8O2SV, computed with ωB97M-V/def2-TZVPD.

Calculated values
Highest occupied orbital energy   -14.3030 eV
Kohn-Sham gap   6.1 eV
Lowest unoccupied orbital energy   -8.21 eV

ORCA input file:
```
! RIJCOSX wB97M-V def2-TZVPD def2/J DEFGRID3
* xyz 2 1
V 0.26 -1.17 -0.73
C -2.69 -1.18 0.73
N -1.84 -0.91 -0.47
C -2.42 -0.47 -1.54
C -1.59 -0.18 -2.65
C -1.75 0.35 -3.90
C -0.47 0.38 -4.50
C 0.42 -0.15 -3.60
N -0.23 -0.50 -2.46
C -3.09 0.13 1.38
C -2.27 0.76 2.31
C -2.61 1.99 2.84
C -3.79 2.61 2.45
C -4.63 1.98 1.54
C -4.28 0.74 1.01
H -2.14 -1.81 1.41
H -3.57 -1.73 0.39
H -3.49 -0.29 -1.56
H -2.68 0.67 -4.35
H -0.23 0.73 -5.49
H 1.49 -0.29 -3.70
H -1.37 0.26 2.66
H -1.98 2.46 3.58
H -4.07 3.56 2.87
H -5.57 2.44 1.26
H -4.96 0.25 0.33
O 1.99 -0.85 -0.06
N 2.22 -0.59 1.20
N 1.20 -0.84 1.88
O 0.13 -1.28 1.27
C 1.19 -0.70 3.32
C 2.12 0.15 3.91
C 2.11 0.25 5.29
C 1.20 -0.48 6.05
C 0.29 -1.32 5.42
C 0.28 -1.44 4.04
H 2.83 0.71 3.32
H 2.82 0.90 5.78
H 1.20 -0.39 7.12
H -0.41 -1.90 6.01
H -0.41 -2.11 3.55
C 2.87 -6.11 -3.33
C 2.41 -4.79 -2.81
C 3.18 -3.63 -2.96
C 2.69 -2.45 -2.46
N 1.49 -2.44 -1.86
C 0.85 -3.60 -1.72
S -0.60 -3.29 -0.79
N 1.24 -4.76 -2.16
H 3.43 -5.99 -4.26
H 2.03 -6.77 -3.48
H 3.54 -6.56 -2.60
H 4.14 -3.66 -3.46
H 3.23 -1.51 -2.52
C 0.33 3.75 0.48
C 0.73 3.18 -0.88
C -0.37 3.39 -1.91
C 2.03 3.82 -1.37
N 1.04 1.72 -0.80
N -0.03 0.95 -0.28
H 0.20 4.83 0.41
H 1.10 3.56 1.23
H -0.62 3.34 0.84
H -0.52 4.46 -2.08
H -1.34 3.01 -1.58
H -0.11 2.93 -2.86
H 1.90 4.90 -1.47
H 2.32 3.41 -2.33
H 2.84 3.65 -0.65
H 1.85 1.58 -0.21
H -0.86 1.24 -0.79
H -0.24 1.12 0.71
*
```



Ordered relative energy (zero: lowest compared OMol25 entry of this formula, charge and spin) results: 85.45, 93.15, 35.50, 0.00; unit kcal/mol.